# 1
Formula: C18H21Cl4FO2
Source: OMol25
Level of theory: ωB97M-V with the def2-TZVPD basis set

For the LUMO energy, the calculation gives -1.276 eV. Its energy above the lowest of the compared OMol25 structures with the same formula, charge and spin is 89.5 kcal/mol. For the HOMO-LUMO gap, the calculation gives 0.3000 Ha. The HOMO energy is -9.44 eV.

Last column: Löwdin charge in e.
Positions of all 46 atoms, in Å:
1 C -2.5914 4.3046 -1.5822  -0.147
2 C -2.5965 2.7145 -1.2512  -0.227
3 C -1.0799 2.2230 -1.2071  -0.571
4 Cl 0.0521 3.4013 -0.3151  0.571
5 C -0.8626 0.7576 -0.6449  -0.092
6 C -1.2131 0.3256 0.6606  -0.044
7 C -1.8947 1.2973 1.7085  -0.139
8 C -1.6806 0.7616 3.2246  -0.242
9 C -1.6396 1.9714 4.2864  -0.548
10 Cl -2.4070 1.4577 5.8933  0.457
11 C -0.8381 -1.2003 0.9925  -0.232
12 O -1.5658 -1.9643 1.6363  0.072
13 C 0.5685 -1.6769 0.3789  -0.109
14 C 1.6124 -2.5652 1.1528  -0.564
15 Cl 3.1062 -1.7299 1.8121  0.620
16 C 1.4162 -3.9415 1.3209  -0.618
17 C 2.5315 -4.7702 2.0937  -0.124
18 Cl -0.0749 -4.7216 0.6496  0.635
19 C 0.9163 -1.2458 -0.9263  -0.043
20 C 2.2782 -1.5859 -1.6587  -0.063
21 C 2.6631 -0.4356 -2.7328  -0.294
22 C 2.3536 -0.9000 -4.2262  -0.061
23 F 4.1066 -0.2504 -2.6722  -0.094
24 C -0.1864 -0.3135 -1.6308  -0.227
25 O -0.5295 -0.4177 -2.8172  0.079
26 H -2.6519 4.8667 -0.5959  0.071
27 H -3.4661 4.5663 -2.2719  0.076
28 H -1.6511 4.6049 -2.1670  0.067
29 H -3.0697 2.2290 -2.1779  0.125
30 H -3.1911 2.4687 -0.3214  0.093
31 H -0.6939 2.2190 -2.2873  0.115
32 H -3.0167 1.3407 1.5333  0.123
33 H -1.4609 2.3441 1.6854  0.086
34 H -0.6848 0.2016 3.2860  0.117
35 H -2.5604 0.1070 3.5313  0.102
36 H -0.5647 2.2709 4.5401  0.084
37 H -2.2211 2.8482 3.8559  0.078
38 H 2.1224 -5.8021 2.3156  0.076
39 H 2.8979 -4.1979 2.9983  0.066
40 H 3.4076 -4.8901 1.3687  0.093
41 H 2.1649 -2.5541 -2.2436  0.136
42 H 3.1518 -1.6093 -0.9281  0.099
43 H 2.2121 0.5733 -2.4797  0.143
44 H 1.3222 -1.3685 -4.2726  0.074
45 H 2.4107 -0.0166 -4.9359  0.085
46 H 3.0982 -1.6977 -4.5786  0.096

Force components x, y, z for each atom (eV/Å):
-0.3 -0.5 -0.1
0.7 1.1 -1.2
-0.4 -1.3 -0.8
-0.7 -0.8 -0.4
-0.2 -0.9 1.9
0.9 0.8 -2.5
0.1 -1.0 1.2
0.0 0.4 0.3
0.4 -0.3 -0.8
0.5 0.4 -1.2
-0.5 -0.7 0.5
2.0 2.3 -1.5
1.4 1.0 -2.1
-2.0 -1.7 -0.3
-1.8 -0.9 -0.8
1.5 2.4 0.6
-0.7 -0.2 -1.3
1.9 0.8 0.8
-1.0 -0.1 2.1
-0.4 1.1 -0.6
0.5 -1.0 -0.7
0.0 0.0 0.3
-1.7 -0.2 0.2
-0.4 -0.1 -0.3
1.1 0.4 3.0
0.1 -0.4 -1.5
1.0 -0.3 1.3
-1.3 -0.5 1.1
0.7 0.3 1.6
0.8 0.3 -1.2
-0.5 0.1 1.7
1.4 0.0 0.1
-0.4 -1.3 -0.5
-1.6 0.6 0.1
1.4 0.6 -0.5
-1.7 -0.3 -0.4
0.7 -1.0 0.9
0.6 1.3 0.0
-0.7 -0.8 -1.0
-1.1 0.1 1.0
0.3 1.0 1.0
-1.4 -0.2 -0.8
0.5 -1.2 -0.3
1.2 0.8 0.1
-0.1 -1.1 0.9
-0.9 1.2 0.8

# 2
Formula: C18H21ClFN3O3S
Source: OMol25
Level of theory: ωB97M-V with the def2-TZVPD basis set

For the LUMO energy, the calculation gives 0.592 eV. Its energy above the lowest of the compared OMol25 structures with the same formula, charge and spin is 2.5 kcal/mol. For the HOMO-LUMO gap, the calculation gives 0.3413 Ha. The HOMO energy is -8.69 eV.

Last column: Löwdin charge in e.
Positions of all 48 atoms, in Å:
1 C 2.6621 -1.4272 -0.1414  -0.011
2 C 1.4357 -2.1866 -0.6451  -0.555
3 C 0.7442 -1.3987 -1.7593  -0.012
4 C 1.8088 -3.5855 -1.1341  -0.017
5 O 0.4388 -2.2737 0.4057  0.026
6 C 0.7436 -2.8685 1.5744  -0.520
7 O 1.7652 -3.4556 1.8402  0.101
8 N -0.2876 -2.7626 2.4469  0.012
9 C -0.1724 -3.2326 3.8152  -0.128
10 C -1.5986 -3.1200 4.3394  -0.151
11 C -2.1142 -1.8724 3.6258  -0.111
12 C -1.4942 -1.9876 2.2245  -0.186
13 C -1.1791 -0.6623 1.6305  -0.310
14 N -0.3589 0.2273 2.0773  0.117
15 N -0.3593 1.2551 1.2051  0.056
16 C -1.1974 0.9341 0.2664  -0.704
17 S -1.6094 1.8530 -1.1269  1.018
18 C -0.4622 3.2653 -0.8074  -0.392
19 C -0.3578 4.1145 -2.0259  -0.260
20 C 0.6856 3.9379 -2.9311  -0.229
21 F 1.6035 2.9877 -2.6746  0.078
22 C 0.8235 4.6995 -4.0755  -0.002
23 C -0.1199 5.6761 -4.3423  -0.069
24 C -1.1789 5.8792 -3.4757  -0.106
25 C -1.2941 5.1014 -2.3339  -0.609
26 Cl -2.6291 5.3637 -1.2757  0.731
27 O -1.7681 -0.2697 0.4745  0.088
28 H 2.3574 -0.4772 0.2945  0.089
29 H 3.1798 -2.0081 0.6167  0.081
30 H 3.3386 -1.2352 -0.9695  0.090
31 H -0.2106 -1.8570 -2.0053  0.094
32 H 0.5672 -0.3735 -1.4452  0.062
33 H 1.3713 -1.3844 -2.6455  0.091
34 H 2.2624 -4.1531 -0.3264  0.078
35 H 2.5166 -3.5084 -1.9546  0.089
36 H 0.9205 -4.1103 -1.4800  0.091
37 H 0.5127 -2.5887 4.3778  0.135
38 H 0.2225 -4.2495 3.8218  0.127
39 H -2.1804 -3.9924 4.0404  0.116
40 H -1.6359 -3.0247 5.4218  0.113
41 H -1.7249 -0.9767 4.1106  0.120
42 H -3.2001 -1.8169 3.5883  0.119
43 H -2.1581 -2.5136 1.5243  0.166
44 H -0.8698 3.8178 0.0374  0.070
45 H 0.4953 2.8247 -0.5370  0.081
46 H 1.6559 4.5190 -4.7361  0.120
47 H -0.0312 6.2804 -5.2310  0.110
48 H -1.9191 6.6358 -3.6803  0.104

Force components x, y, z for each atom (eV/Å):
-0.2 -0.2 0.1
0.5 0.0 -0.5
0.0 -0.2 0.5
-0.1 0.1 0.3
-0.1 -0.1 0.0
-0.2 -0.1 0.0
0.4 -0.1 0.0
-0.2 0.1 0.1
0.2 -0.2 0.2
0.1 0.1 -0.1
0.0 -0.1 0.0
-0.3 0.0 -0.4
0.3 0.6 0.4
-0.3 -1.5 0.9
-0.2 0.9 -1.2
0.5 0.3 0.5
0.0 0.3 -0.5
-0.1 -0.5 0.2
0.0 -0.1 -0.1
-0.2 0.2 0.0
-0.1 0.0 0.0
0.1 -0.1 0.1
0.0 -0.1 0.1
-0.1 0.1 0.1
0.3 0.0 -0.3
-0.2 0.1 0.1
-0.1 0.0 -0.1
0.0 0.1 0.0
0.1 0.0 0.0
0.1 0.0 -0.1
-0.1 -0.1 -0.1
0.0 0.1 0.0
0.1 0.0 -0.1
0.0 0.0 0.0
0.1 0.0 -0.1
-0.1 -0.1 -0.1
0.0 -0.1 0.0
0.0 0.1 0.1
0.0 -0.1 0.0
0.0 0.0 0.0
0.0 0.0 0.0
0.0 0.1 0.0
0.0 0.1 0.1
0.1 0.0 0.0
-0.1 0.1 0.0
0.1 0.0 -0.1
0.0 0.1 -0.1
-0.1 0.1 0.0

# 3
Formula: C18H21ClN2O3S
Source: OMol25
Level of theory: ωB97M-V with the def2-TZVPD basis set

For the LUMO energy, the calculation gives 0.491 eV. Its energy above the lowest of the compared OMol25 structures with the same formula, charge and spin is 1.9 kcal/mol. For the HOMO-LUMO gap, the calculation gives 0.3219 Ha. The HOMO energy is -8.27 eV.

Last column: Löwdin charge in e.
Positions of all 46 atoms, in Å:
1 C -1.3959 -4.0478 -0.8916  -0.039
2 C -1.6192 -2.5866 -0.6603  -0.220
3 C -0.6262 -1.6696 -0.9835  -0.017
4 C -0.8044 -0.3135 -0.7715  -0.067
5 C -1.9968 0.1191 -0.2277  -0.271
6 S -2.2293 1.8407 0.1690  0.684
7 O -1.5949 2.1080 1.4354  -0.300
8 O -3.6149 2.1983 0.0543  -0.282
9 N -1.3128 2.5806 -1.0365  -0.135
10 C -1.0799 4.0178 -0.9241  -0.206
11 C -0.0415 4.3342 0.1580  -0.089
12 C 1.1860 3.4496 -0.0405  -0.470
13 O 2.0986 3.7552 -0.7760  0.076
14 N 1.1029 2.3007 0.6798  0.132
15 C 1.9529 1.1986 0.6725  -0.227
16 C 1.5648 0.0748 1.4023  -0.030
17 C 2.3570 -1.0549 1.4161  -0.042
18 C 3.5559 -1.1135 0.7157  -0.310
19 C 4.4171 -2.3366 0.7312  -0.082
20 C 3.9261 0.0208 -0.0019  -0.606
21 Cl 5.4088 0.0116 -0.8946  0.708
22 C 3.1514 1.1662 -0.0345  -0.029
23 C -3.0010 -0.7716 0.0958  -0.012
24 C -2.8294 -2.1326 -0.1190  -0.217
25 C -3.9212 -3.0937 0.2307  -0.038
26 H -0.4061 -4.2264 -1.3021  0.079
27 H -1.4915 -4.6011 0.0416  0.087
28 H -2.1372 -4.4430 -1.5851  0.087
29 H 0.3058 -2.0194 -1.4016  0.118
30 H -0.0368 0.3973 -1.0262  0.104
31 H -1.7558 2.3542 -1.9155  0.115
32 H -0.6981 4.3552 -1.8908  0.131
33 H -2.0158 4.5487 -0.7049  0.121
34 H -0.4704 4.1767 1.1458  0.105
35 H 0.2570 5.3774 0.0494  0.126
36 H 0.2348 2.1637 1.1959  0.088
37 H 0.6349 0.0972 1.9515  0.117
38 H 2.0403 -1.9170 1.9847  0.113
39 H 3.9615 -3.1205 1.3304  0.074
40 H 4.5696 -2.7069 -0.2819  0.073
41 H 5.3976 -2.1024 1.1437  0.077
42 H 3.4654 2.0262 -0.6023  0.098
43 H -3.9177 -0.3831 0.5121  0.121
44 H -4.7848 -2.5656 0.6243  0.080
45 H -4.2287 -3.6600 -0.6475  0.086
46 H -3.5779 -3.8068 0.9792  0.086

Force components x, y, z for each atom (eV/Å):
0.0 0.0 0.0
0.1 0.2 0.0
-0.1 0.0 0.0
0.1 0.0 -0.1
0.1 0.6 -0.1
0.0 0.0 -0.7
0.1 0.1 0.1
0.0 -0.2 -0.1
-0.5 -0.8 0.5
-0.1 0.5 0.5
0.1 0.0 -0.2
-0.4 0.3 0.3
0.2 0.1 -0.3
-0.2 -0.1 0.4
0.4 -0.3 0.0
0.1 0.1 0.0
0.0 0.1 -0.1
0.1 0.0 -0.1
0.0 0.0 0.0
-0.4 -0.1 0.2
0.2 0.0 -0.1
0.0 0.2 -0.1
-0.2 -0.1 0.0
0.1 0.3 0.0
0.0 0.0 0.0
0.0 -0.1 0.0
0.0 -0.1 0.0
0.0 -0.1 0.0
0.1 0.0 0.0
0.1 0.0 0.0
-0.1 -0.1 -0.2
-0.1 -0.1 0.1
0.2 0.1 -0.1
0.0 0.1 0.0
0.0 -0.1 0.1
0.3 0.1 -0.1
-0.1 0.0 0.1
0.0 -0.1 0.1
0.0 -0.1 0.0
0.1 -0.1 0.0
0.1 -0.1 0.0
0.0 0.0 0.0
-0.2 -0.1 0.0
-0.1 0.0 0.0
-0.1 -0.1 0.0
0.0 -0.1 0.1

# 4
Formula: C18H21ClN2O3Zr
Source: OMol25
Level of theory: ωB97M-V with the def2-TZVPD basis set

For the LUMO energy (alpha / beta), the calculation gives -10.240 / -10.240 eV. The net charge is +2. For the HOMO-LUMO gap (alpha / beta), the calculation gives 0.1608 / 0.1608 Ha. The HOMO energy (alpha / beta) is -14.62 / -14.62 eV.

Last column: Löwdin charge in e.
Positions of all 46 atoms, in Å:
1 Cl -2.7648 -1.9929 -2.2590  -0.217
2 C 1.2221 -1.8995 -4.1843  -0.120
3 C 1.9356 -0.6826 -3.9133  -0.200
4 C 1.0911 0.4090 -4.2713  -0.115
5 H 2.9964 -0.6340 -3.6691  0.141
6 C -0.1566 -0.1200 -4.7522  -0.349
7 C -0.0807 -1.5431 -4.6643  -0.105
8 H -0.8836 -2.2233 -4.9673  0.146
9 H 1.5942 -2.9210 -4.0619  0.146
10 H 1.3363 1.4698 -4.2560  0.152
11 C -1.2779 0.6498 -5.3710  0.000
12 Zr 0.1242 -0.6881 -2.3543  1.461
13 C 2.0889 -0.0660 -1.2975  -0.017
14 C 0.6156 -2.4975 -1.0557  -0.026
15 O 3.0102 0.2458 -0.6571  0.232
16 O 0.8766 -3.3407 -0.3043  0.219
17 H -1.3115 1.6699 -4.9759  0.096
18 H -2.2414 0.1730 -5.1688  0.099
19 H -1.1623 0.7247 -6.4630  0.124
20 C 2.3748 1.0421 4.7177  -0.068
21 C 1.1355 0.1646 4.7522  -0.201
22 N 0.4664 0.0757 3.4456  -0.052
23 C -0.0456 -1.2679 3.0599  -0.202
24 C -1.5402 -1.4250 3.0751  -0.051
25 C -0.1501 1.2467 3.0418  -0.396
26 O -0.1638 2.2647 3.7346  0.103
27 C -0.7545 1.3004 1.6675  -0.080
28 C -1.8027 2.1810 1.3906  0.082
29 C -2.2905 2.2489 0.0873  0.025
30 C -1.6984 1.4760 -0.9146  -0.103
31 N -0.6180 0.7093 -0.6568  -0.116
32 C -0.1536 0.6024 0.6147  -0.071
33 H 3.1003 0.6428 4.0000  0.077
34 H 2.8301 1.0442 5.7131  0.090
35 H 2.1050 2.0666 4.4467  0.072
36 H 1.4042 -0.8572 5.0398  0.119
37 H 0.4283 0.5798 5.4915  0.137
38 H 0.3561 -1.5181 2.0721  0.078
39 H 0.4234 -1.9548 3.7688  0.123
40 H -2.0342 -0.7887 2.3426  0.067
41 H -1.7723 -2.4604 2.8301  0.090
42 H -1.9415 -1.2159 4.0674  0.101
43 H -2.2116 2.7799 2.1995  0.152
44 H -3.1314 2.9011 -0.1699  0.140
45 H -2.0693 1.4479 -1.9458  0.117
46 H 0.7411 -0.0195 0.7749  0.099

Force components x, y, z for each atom (eV/Å):
2.9 1.1 -0.1
-0.4 0.1 0.1
0.4 -0.5 -0.8
-0.5 -0.2 -0.1
-0.3 0.1 0.0
0.7 -0.2 -0.4
0.5 -0.1 0.1
0.4 0.2 0.3
-0.1 0.4 -0.1
0.1 -0.2 0.1
-0.3 0.3 0.5
-4.5 0.9 0.0
5.1 1.6 3.7
1.5 -5.2 4.0
-4.4 -1.5 -3.3
-1.3 3.9 -3.5
0.0 -0.1 -0.2
0.1 0.0 -0.1
0.2 -0.2 0.3
0.0 0.0 -0.1
-0.1 0.2 0.5
-0.7 0.4 -0.4
0.8 0.6 -0.1
-0.2 -0.2 0.2
0.4 0.2 1.6
-0.2 -1.0 -1.2
0.7 -0.4 -0.7
0.2 -0.4 -0.3
-0.2 0.0 -0.6
-0.2 0.3 0.5
0.5 -0.7 -0.3
-0.3 0.6 0.2
0.0 0.1 0.1
0.0 0.1 -0.2
0.2 -0.2 0.1
-0.1 0.3 0.0
0.2 -0.3 -0.2
0.0 -0.2 0.0
-0.2 0.0 -0.2
-0.1 0.0 0.0
-0.2 0.0 0.0
0.0 0.0 -0.1
0.0 0.0 -0.1
0.3 -0.3 0.1
0.0 0.2 0.4
-0.6 0.4 0.1

# 5
Formula: C18H21F3N2O3S
Source: OMol25
Level of theory: ωB97M-V with the def2-TZVPD basis set

For the LUMO energy, the calculation gives 0.297 eV. Its energy above the lowest of the compared OMol25 structures with the same formula, charge and spin is 1.4 kcal/mol. For the HOMO-LUMO gap, the calculation gives 0.3212 Ha. The HOMO energy is -8.44 eV.

Last column: Löwdin charge in e.
Positions of all 48 atoms, in Å:
1 C -3.1993 -2.1382 0.0980  -0.104
2 C -1.9415 -1.6414 -0.6013  -0.240
3 C -0.7735 -1.5000 0.3788  -0.242
4 N -0.3372 -2.8040 0.8517  -0.059
5 C 0.5610 -3.5385 -0.0129  -0.218
6 C 2.0676 -3.2525 0.1909  -0.139
7 C 2.4103 -1.8204 -0.0882  -0.259
8 C 2.4703 -1.3500 -1.3958  -0.040
9 C 2.6849 -0.0119 -1.6611  -0.015
10 C 2.8641 0.8877 -0.6142  -0.301
11 N 3.0577 2.2472 -0.8660  -0.055
12 S 2.3779 3.4246 0.1078  0.662
13 O 3.0013 3.4201 1.3924  -0.275
14 O 2.4066 4.6162 -0.6823  -0.281
15 C 0.6793 2.8666 0.2913  -0.268
16 C -0.1747 2.9737 -0.7860  -0.029
17 C -1.4863 2.5352 -0.6794  0.018
18 C -1.9112 1.9915 0.5230  -0.197
19 O -3.2037 1.5072 0.7515  0.133
20 C -4.1733 1.7263 -0.1191  -0.736
21 F -4.3751 3.0254 -0.3937  0.169
22 F -5.3068 1.2517 0.3785  0.189
23 F -3.9949 1.1322 -1.3111  0.157
24 C -1.0511 1.8875 1.6107  0.015
25 C 0.2526 2.3285 1.4908  -0.038
26 C 2.8535 0.4211 0.6952  -0.027
27 C 2.6248 -0.9180 0.9474  -0.029
28 H -4.0039 -2.2860 -0.6180  0.070
29 H -3.5303 -1.4191 0.8445  0.063
30 H -2.9901 -3.0810 0.5956  0.067
31 H -2.1274 -0.6734 -1.0702  0.087
32 H -1.6677 -2.3418 -1.3912  0.100
33 H 0.0348 -0.9265 -0.1008  0.102
34 H -1.1144 -0.9272 1.2447  0.109
35 H 0.0623 -2.7352 1.7802  0.108
36 H 0.3955 -4.6063 0.1712  0.112
37 H 0.2892 -3.3292 -1.0487  0.109
38 H 2.6271 -3.9087 -0.4790  0.115
39 H 2.3360 -3.5054 1.2190  0.111
40 H 2.3295 -2.0384 -2.2164  0.119
41 H 2.7175 0.3420 -2.6817  0.112
42 H 3.0608 2.5155 -1.8376  0.119
43 H 0.1810 3.4207 -1.7005  0.122
44 H -2.1461 2.6307 -1.5267  0.122
45 H -1.4252 1.4713 2.5316  0.130
46 H 0.9408 2.2813 2.3187  0.118
47 H 3.0366 1.1148 1.4984  0.099
48 H 2.6106 -1.2663 1.9702  0.116

Force components x, y, z for each atom (eV/Å):
0.1 0.0 -0.2
0.0 0.1 0.4
-0.1 0.1 -0.4
0.1 0.1 0.4
0.3 -0.3 0.2
-0.4 0.0 -0.2
0.2 0.0 0.1
0.0 0.0 0.2
0.0 0.2 0.0
-0.1 -0.7 0.4
0.0 0.8 0.2
-0.3 -0.1 -0.4
-0.1 -0.3 0.1
-0.1 -0.1 -0.2
0.7 0.3 0.1
-0.1 0.0 0.0
0.0 0.0 -0.1
0.1 0.0 0.1
1.0 -0.1 0.5
-1.3 0.3 -1.0
0.2 0.2 0.2
0.0 -0.2 0.3
0.3 -0.2 0.0
-0.3 0.0 -0.2
0.0 0.0 0.1
0.0 0.0 -0.1
-0.1 -0.1 -0.2
-0.2 0.0 0.0
-0.1 0.1 0.1
-0.1 -0.1 0.1
0.0 0.0 -0.1
0.1 0.0 -0.1
-0.1 0.0 0.1
0.0 0.0 0.0
-0.1 0.0 0.0
0.1 0.0 -0.2
0.0 -0.1 0.0
0.1 -0.1 0.1
0.0 -0.1 0.0
0.0 -0.1 -0.1
0.0 0.0 -0.1
0.0 0.2 -0.1
0.0 0.0 -0.2
0.0 0.0 0.0
0.0 -0.1 0.1
0.0 -0.1 0.1
0.1 0.0 0.1
0.0 -0.1 0.1